Record 1
A molecular structure, C19H33FN3PS3V. Source: OMol25; level of theory: ωB97M-V/def2-TZVPD.

multiplicity: 3
HOMO (alpha / beta): -0.3833 / -0.3869 hartree
LUMO level (alpha / beta): -2.67 / -2.31 eV
energy above the lowest of the compared OMol25 structures with the same formula, charge and spin: 57.1 kJ/mol
total charge: +1
Kohn-Sham gap (alpha / beta): 7.76 / 8.22 eV

```
61
Properties=species:S:1:pos:R:3:forces:R:3
V -0.04250 -0.10853 0.15870 0.70 0.21 0.07
C 1.25187 -2.98700 0.33447 0.07 -0.11 0.00
C 0.14906 -2.91784 1.37812 -0.02 0.00 0.13
N -0.92508 -1.96678 1.00339 0.01 0.10 0.02
C -1.98319 -2.53505 0.13791 -0.10 0.04 0.03
C -1.51929 -2.78895 -1.28715 -0.04 -0.11 -0.03
S -0.70555 -1.31504 -1.98513 -0.16 -0.01 -0.12
C 0.93098 -1.93118 -2.48627 0.02 -0.04 -0.01
C 2.03019 -1.52970 -1.50763 0.15 0.08 -0.04
N 1.58570 -1.62948 -0.10695 -0.14 0.05 0.07
H 0.94361 -3.56537 -0.53248 -0.01 -0.01 0.05
H 2.12134 -3.50469 0.75224 -0.07 0.03 -0.01
H 0.57784 -2.54481 2.30866 0.00 -0.03 -0.04
H -0.26658 -3.91002 1.58262 0.04 0.02 -0.03
H -1.38520 -1.69520 1.86904 0.03 0.03 -0.05
H -2.79686 -1.80533 0.13069 0.04 -0.06 -0.04
H -2.36521 -3.46528 0.57311 -0.01 0.03 -0.05
H -2.39015 -3.00437 -1.90665 0.02 0.01 0.03
H -0.86131 -3.65168 -1.36054 0.00 0.01 0.00
H 1.14001 -1.49974 -3.46414 -0.01 0.01 0.01
H 0.85200 -3.00886 -2.62535 0.00 0.00 0.00
H 2.29636 -0.48251 -1.66238 -0.02 -0.07 -0.01
H 2.91985 -2.14607 -1.68559 -0.05 0.04 -0.02
H 2.31323 -1.22138 0.47368 -0.03 -0.01 0.01
S -1.79650 1.38159 -0.33831 -0.30 -0.08 -0.12
C -1.14299 1.79688 -1.90804 -0.08 0.08 0.48
N 0.01208 1.38213 -2.31880 -0.11 -0.03 -0.08
C 0.27219 1.87308 -3.59034 0.08 -0.02 -0.04
C 1.42995 1.61439 -4.32528 -0.11 0.05 -0.01
C 1.55303 2.16926 -5.58145 -0.02 0.01 0.02
C 0.54279 2.98217 -6.10683 0.09 -0.01 -0.08
C -0.60149 3.25557 -5.38771 -0.04 0.00 0.05
C -0.73184 2.69191 -4.12240 0.08 0.01 -0.06
S -2.02791 2.84180 -2.97535 0.07 -0.06 -0.13
H 2.21391 1.00416 -3.89781 0.04 -0.02 0.02
H 2.44319 1.98448 -6.16508 0.04 -0.01 -0.03
H 0.66396 3.40839 -7.09285 0.00 0.01 -0.02
H -1.37160 3.89048 -5.79975 -0.06 0.03 -0.01
F 1.47573 0.91246 0.14492 -0.08 -0.16 0.24
C 0.24302 -0.79673 4.69069 -0.03 -0.08 0.06
C 0.59449 0.53843 4.05358 0.08 0.18 0.03
P -0.30762 0.99263 2.51691 0.02 -0.10 -0.17
C 0.19454 2.73135 2.23349 -0.04 0.04 -0.20
C 0.56347 3.58937 3.43787 0.05 0.01 0.05
C -2.06641 0.98277 3.04602 -0.07 -0.15 0.00
C -2.50945 2.05359 4.03464 0.04 0.06 0.08
H 0.78078 -0.91818 5.63029 0.02 0.01 0.00
H 0.51636 -1.64331 4.06457 0.01 -0.05 -0.06
H -0.81825 -0.87743 4.92431 -0.04 0.02 0.00
H 1.66340 0.58819 3.82711 -0.03 -0.02 -0.05
H 0.41063 1.33891 4.77470 -0.02 -0.03 -0.03
H -0.61866 3.17643 1.65324 0.01 0.00 0.08
H 1.03409 2.66680 1.53658 -0.03 -0.01 0.06
H -0.24274 3.67771 4.16287 -0.04 0.00 0.02
H 0.81390 4.59428 3.10055 -0.02 0.03 -0.02
H 1.43988 3.20275 3.95679 0.02 -0.01 0.00
H -2.24532 -0.01054 3.47561 0.00 0.01 -0.03
H -2.68666 1.02936 2.14714 0.07 0.05 0.00
H -1.93806 2.01774 4.96284 0.01 -0.01 0.01
H -3.55908 1.91656 4.28948 -0.03 0.00 0.01
H -2.40009 3.05001 3.61026 -0.01 0.02 -0.03
```
Positions in Å, forces in eV/Å.

=====

Record 2
A gas-phase ion, C19H33N2O3 (charge +1). Source: OMol25; level of theory: ωB97M-V/def2-TZVPD.

HOMO: -0.4144 hartree
LUMO level: -2.17 eV
energy above the lowest of the compared OMol25 structures with the same formula, charge and spin: 227.7 kJ/mol
total charge: +1
SMILES: Cc1cc(OC[C@@H](O)C[NH+]2CCN(CCO)CC2)ccc1C(C)C
Kohn-Sham gap: 9.11 eV

```
57
Properties=species:S:1:pos:R:3:forces:R:3
C -0.52630 -0.99654 -3.53561 -0.02 -0.04 0.03
C -0.33083 -1.39686 -2.10420 0.01 -0.02 0.22
C -1.23975 -0.94841 -1.15795 -0.09 -0.02 0.30
C -1.11469 -1.29543 0.17859 0.01 0.03 -0.24
C -0.06454 -2.09032 0.59386 -0.18 0.04 0.26
C 0.83874 -2.54152 -0.35242 -0.07 0.05 -0.14
C 0.72806 -2.21809 -1.69716 -0.06 0.02 -0.08
C 1.76567 -2.72786 -2.66913 0.17 -0.08 0.11
H 1.44272 -2.50396 -3.68727 -0.02 0.02 0.05
C 1.93982 -4.24482 -2.57043 -0.11 0.19 -0.17
H 0.98076 -4.74590 -2.68092 -0.05 -0.11 0.00
H 2.37430 -4.53684 -1.61842 0.05 -0.05 0.12
H 2.60116 -4.59052 -3.36088 0.09 -0.08 -0.05
C 3.09582 -2.00926 -2.42209 -0.18 -0.04 -0.23
H 3.82997 -2.31663 -3.16231 0.14 -0.01 -0.05
H 2.96590 -0.93081 -2.48711 0.06 0.13 0.01
H 3.48436 -2.24632 -1.43482 0.05 -0.02 0.13
H 1.65682 -3.15992 -0.01959 0.12 -0.10 0.03
H 0.07322 -2.35098 1.63062 -0.02 0.02 0.08
O -2.06518 -0.72460 1.03814 0.27 -0.01 -0.32
C -2.40639 -1.36501 2.25367 -0.15 -0.21 0.65
C -1.73456 -0.76706 3.51930 -0.39 0.06 -0.40
O -0.39335 -1.17182 3.67341 0.27 -0.04 0.11
H -0.34770 -2.05553 4.05344 -0.07 0.01 0.01
H -2.32929 -1.11081 4.37721 -0.01 0.11 -0.13
C -1.78354 0.77200 3.54025 -0.14 -0.61 0.59
N -1.15903 1.36986 2.34163 -0.19 -0.31 -0.38
C -1.64530 2.72409 2.01627 -0.28 0.70 -0.45
C -1.09347 3.12253 0.64808 0.13 0.04 0.24
N 0.35127 3.12343 0.70670 -0.14 -0.11 0.08
C 0.84497 1.79341 1.00858 -0.10 0.01 0.23
C 0.32071 1.38096 2.37856 1.02 -0.15 -0.26
H 0.67700 0.38713 2.64563 -0.14 0.13 -0.02
H 0.63979 2.09997 3.13547 -0.13 -0.03 0.03
H 1.93397 1.82372 1.03752 -0.01 -0.10 0.04
H 0.54952 1.04973 0.25208 0.05 0.00 0.08
C 1.00759 3.78605 -0.40051 -0.04 -0.18 -0.57
H 2.08216 3.67467 -0.25047 0.02 0.09 -0.01
C 0.65028 3.28449 -1.80893 -0.06 0.49 0.18
H -0.40965 3.48300 -2.02455 0.10 0.04 0.00
O 0.91456 1.89917 -1.90614 0.11 -0.25 0.04
H 0.86405 1.63346 -2.82959 -0.02 0.00 0.04
H 1.25419 3.85046 -2.52777 -0.09 0.02 0.04
H 0.75933 4.84942 -0.35038 0.09 0.02 -0.06
H -1.43830 4.12803 0.40133 -0.11 -0.06 0.02
H -1.48714 2.42060 -0.10849 -0.03 0.05 -0.03
H -2.73626 2.72591 1.99636 0.05 -0.14 0.07
H -1.29359 3.42087 2.77953 -0.02 -0.12 0.03
H -1.44671 0.72845 1.55756 0.09 0.29 0.28
H -1.26956 1.13389 4.43388 -0.05 0.07 -0.12
H -2.82958 1.08090 3.58058 0.08 0.06 -0.07
H -3.48988 -1.24232 2.35482 0.09 -0.05 0.02
H -2.18562 -2.43526 2.19806 -0.03 0.08 0.00
H -2.06972 -0.32343 -1.45183 -0.11 0.08 -0.05
H -0.77247 -1.86707 -4.14243 0.02 0.01 -0.13
H -1.34159 -0.28326 -3.62478 -0.04 0.05 -0.04
H 0.37727 -0.54903 -3.94497 0.06 0.03 -0.13
```
Positions in Å, forces in eV/Å.

=====

Record 3
A gas-phase ion, C19H34BrCl2F4N4O8P4 (charge +1). Source: OMol25; level of theory: ωB97M-V/def2-TZVPD.

HOMO: -0.4158 hartree
LUMO level: -3.25 eV
total charge: +1
SMILES: CCCN[C@@]1(C(F)(F)C(F)F)[C@](O)(PP(=O)(O)O)N(C)[C@](CCCC(=O)O)(CC(=O)Br)[C@H]([PH2]=O)[N@+]1([PH2]=N)/C(Cl)=C(/C)Cl
Kohn-Sham gap: 8.06 eV

```
76
Properties=species:S:1:pos:R:3:forces:R:3
C 1.77942 -4.16831 -1.98670 0.07 -0.09 0.29
C 2.45320 -3.40542 -0.85560 0.02 0.13 0.09
C 1.56608 -3.21805 0.36665 0.21 -0.67 0.11
N 0.35315 -2.37448 0.22807 0.45 0.71 -0.97
C -0.00191 -1.13805 0.91634 -0.35 -0.58 0.51
C -0.23494 -1.63118 2.41764 -0.07 0.25 -0.18
F -0.85053 -0.76028 3.21889 0.24 0.03 0.04
F 1.05372 -1.75066 2.86262 0.04 0.10 0.12
C -0.83009 -3.08357 2.63546 0.27 0.24 0.01
F -1.52780 -3.06724 3.78019 -0.05 -0.12 0.13
F 0.19810 -3.94299 2.77656 -0.09 -0.20 0.13
C 1.16222 0.01931 0.90141 0.42 0.92 -0.13
O 2.30432 -0.53556 0.34754 -0.23 -0.36 -0.13
P 1.61808 0.86388 2.61585 -0.72 -0.80 1.28
P 3.72851 0.36822 2.77158 0.43 0.90 -0.94
O 4.53456 0.90088 1.66740 -0.01 -0.29 0.39
O 4.08100 0.88284 4.23054 -0.15 -0.27 0.23
O 3.82030 -1.23042 2.85186 0.07 -0.30 -0.02
N 0.85991 1.13594 0.01414 -0.44 -0.83 -0.60
C 2.06217 1.84062 -0.41561 0.16 0.28 -0.20
C -0.38405 1.87377 0.02112 -0.37 0.37 -0.01
C -0.54878 2.72916 -1.28097 0.06 0.06 0.00
C -0.11253 2.18668 -2.63368 0.03 0.56 -0.51
C 0.14508 3.34322 -3.62498 -0.30 -0.16 0.06
C -1.14829 4.10438 -3.78450 -0.64 -0.30 -0.32
O -2.13061 3.59901 -4.26483 0.45 0.23 0.45
O -1.19444 5.34331 -3.25467 -0.17 0.27 -0.33
C -0.41551 3.03903 1.07628 0.15 -0.10 -0.06
C -0.74564 2.84960 2.51202 -0.28 -0.23 0.69
O -1.19691 1.89597 3.06352 -0.05 0.36 -0.51
Br -0.34736 4.46797 3.53126 -0.04 -0.19 -0.06
C -1.58381 0.85134 -0.03410 -0.08 -0.41 0.26
P -3.18715 1.42840 0.77508 0.20 0.87 -0.17
O -3.32503 2.86438 0.44881 0.18 -0.11 0.18
N -1.21151 -0.67297 0.00502 -0.61 1.07 0.44
P -0.37862 -1.10892 -1.78496 1.31 -0.60 -0.52
N 1.12410 -0.98667 -2.09736 -0.40 -0.26 -0.51
C -2.52835 -1.36516 0.21037 0.14 -0.50 -0.92
Cl -3.05144 -1.49417 1.82942 -0.27 -0.10 0.50
C -3.48852 -1.73157 -0.67274 0.44 0.14 -0.03
C -4.77331 -2.36700 -0.23213 -0.04 -0.07 0.07
Cl -3.51051 -1.40931 -2.36545 0.44 0.12 0.01
H 1.13712 -3.51614 -2.56931 -0.10 0.00 -0.14
H 2.51913 -4.61163 -2.64775 0.03 0.09 -0.16
H 1.19496 -4.99804 -1.58213 -0.10 -0.04 -0.05
H 2.83540 -2.45044 -1.19452 0.07 0.07 -0.12
H 3.29957 -3.98799 -0.48508 0.05 -0.04 0.01
H 1.21166 -4.21822 0.62465 -0.18 0.03 0.05
H 2.17066 -2.95241 1.22712 -0.10 0.32 0.08
H -0.45708 -2.95951 0.09996 -0.14 -0.04 0.30
H -1.45505 -3.45240 1.83085 -0.14 -0.02 -0.06
H 2.73110 -1.13484 0.96749 0.18 -0.01 0.15
H 1.87911 2.17408 2.20612 0.18 0.05 -0.41
H 4.76330 0.35426 4.66406 0.20 0.22 0.12
H 3.52825 -1.61833 3.68595 -0.13 -0.06 0.01
H 2.83212 1.86471 0.35243 0.05 -0.05 0.02
H 2.50478 1.37387 -1.29324 0.05 -0.11 0.01
H 1.82036 2.86828 -0.67023 -0.05 0.05 0.02
H -1.60698 2.98878 -1.32259 -0.07 0.14 0.04
H -0.04606 3.68441 -1.13070 0.13 -0.01 0.05
H 0.80782 1.62345 -2.58449 0.01 -0.25 0.13
H -0.90222 1.62524 -3.12970 0.01 -0.34 0.18
H 0.36568 2.91117 -4.59770 0.27 0.06 -0.06
H 0.95491 3.98219 -3.28094 0.17 0.00 -0.04
H -0.33765 5.77692 -3.33963 0.10 -0.02 0.28
H 0.58197 3.48125 1.05168 0.04 -0.01 -0.02
H -1.06273 3.85244 0.75249 -0.26 -0.10 -0.07
H -1.97507 0.94450 -1.05008 0.11 -0.15 -0.15
H -4.16434 0.65076 0.14038 0.02 -0.23 0.10
H -3.21477 1.05767 2.11082 -0.02 0.07 0.15
H -0.91484 -2.37528 -1.91712 -0.36 -0.08 0.15
H -1.13114 -0.26772 -2.58331 -0.53 0.16 0.27
H 1.29809 -0.23625 -2.75673 0.12 0.21 0.23
H -5.35183 -1.67932 0.38648 0.00 0.00 0.06
H -4.58208 -3.27240 0.34254 -0.01 0.05 0.12
H -5.37046 -2.62900 -1.09518 -0.05 -0.03 -0.12
```
Positions in Å, forces in eV/Å.

=====

Quick rundown of electronic energy, same order as above: -3487.77410; -1078.78465; -6824.27401 Ha